# 1
ORCA calculation (ωB97M-V/def2-TZVPD) on a molecular structure, C31H38FeO5 at a distorted geometry.

XYZ file:
```
75
Properties=species:S:1:pos:R:3
C 3.155 -3.728 2.584
C 1.665 -3.552 2.595
O 1.432 -2.188 2.199
C 0.115 -1.902 2.206
C -0.301 -0.537 1.893
C -1.756 -0.233 2.061
C -2.583 -1.165 1.179
C -4.067 -0.866 1.282
C -4.542 -0.972 2.729
C -3.702 -0.136 3.692
C -2.210 -0.396 3.531
C 0.583 0.606 1.893
O 0.162 1.762 1.776
O 1.895 0.353 2.037
C 2.654 1.554 2.265
C 4.092 1.131 2.340
O -0.697 -2.802 2.461
H 3.407 -4.750 2.871
H 3.558 -3.531 1.586
H 3.631 -3.041 3.293
H 1.168 -4.229 1.886
H 1.248 -3.725 3.597
H -1.896 0.810 1.751
H -2.218 -1.082 0.150
H -2.366 -2.179 1.534
H -4.245 0.148 0.900
H -4.618 -1.558 0.636
H -5.596 -0.688 2.801
H -4.475 -2.024 3.034
H -3.886 0.928 3.510
H -3.996 -0.341 4.725
H -1.967 -1.429 3.813
H -1.607 0.274 4.159
H 2.475 2.260 1.442
H 2.318 2.012 3.208
H 4.715 2.012 2.510
H 4.246 0.425 3.163
H 4.399 0.652 1.404
C -1.467 6.580 -0.925
O -2.315 5.449 -1.221
C -1.761 4.229 -1.433
C -2.666 3.143 -1.523
C -2.190 1.858 -1.501
C -0.788 1.576 -1.470
C -0.334 0.240 -1.389
C 0.965 -0.179 -1.808
C 1.694 -1.361 -1.329
C 2.970 -1.417 -1.976
C 3.066 -0.292 -2.892
C 1.849 0.461 -2.800
Fe 1.490 -1.401 -3.305
C 0.111 -1.325 -4.748
C -0.125 -2.435 -3.843
C 1.075 -3.256 -3.817
C 2.051 -2.653 -4.711
C 1.453 -1.459 -5.285
C 0.095 2.701 -1.516
C -0.364 3.998 -1.481
H -2.179 7.394 -0.780
H -0.880 6.412 -0.010
H -0.799 6.794 -1.771
H -3.728 3.387 -1.567
H -2.893 1.027 -1.565
H -1.020 -0.563 -1.115
H 1.319 -1.980 -0.520
H 3.762 -2.127 -1.756
H 3.941 -0.018 -3.474
H 1.606 1.401 -3.281
H -0.636 -0.604 -5.078
H -1.078 -2.689 -3.386
H 1.174 -4.217 -3.318
H 3.015 -3.074 -4.986
H 1.888 -0.840 -6.067
H 1.167 2.531 -1.575
H 0.344 4.835 -1.474
```

Properties
total charge = -2
HOMO-LUMO gap (alpha / beta) = 0.098 / 0.187 Eh
<S²> = 6.077
2S+1 = 5



# 2
ORCA calculation (ωB97M-V/def2-TZVPD) on a molecular structure, C31H38N4PS2Tl.

XYZ file:
```
77
Properties=species:S:1:pos:R:3
Tl -0.148 0.565 -0.505
C 2.012 -4.324 -0.431
N 1.359 -3.124 -0.917
C 2.283 -2.089 -1.317
C 3.108 -1.500 -0.179
N 2.327 -0.759 0.811
C 1.731 -1.610 1.826
C 2.927 0.442 1.259
C 3.322 0.591 2.590
C 3.893 1.768 3.060
C 4.090 2.819 2.177
C 3.689 2.689 0.856
C 3.085 1.528 0.355
S 2.520 1.503 -1.305
C 0.216 -3.334 -1.729
C 0.213 -2.917 -3.060
C -0.899 -3.071 -3.878
C -2.030 -3.680 -3.358
C -2.037 -4.107 -2.039
C -0.945 -3.943 -1.172
S -1.077 -4.427 0.502
H 2.900 -4.554 -1.047
H 1.321 -5.161 -0.465
H 2.330 -4.217 0.609
H 1.731 -1.264 -1.762
H 2.999 -2.454 -2.083
H 3.818 -0.812 -0.636
H 3.685 -2.288 0.335
H 2.489 -2.161 2.412
H 1.069 -2.334 1.350
H 1.132 -1.009 2.509
H 3.176 -0.235 3.274
H 4.181 1.852 4.102
H 4.532 3.750 2.518
H 3.799 3.521 0.170
H 1.102 -2.451 -3.468
H -0.875 -2.715 -4.901
H -2.917 -3.809 -3.970
H -2.928 -4.562 -1.621
C 0.465 3.129 2.120
N -0.057 2.911 0.795
C -0.175 3.914 0.010
C -0.700 3.838 -1.319
C -0.972 4.906 -2.185
C -1.521 4.332 -3.337
C -1.540 2.949 -3.097
N -1.051 2.646 -1.888
C -0.593 3.011 3.196
C -1.916 2.700 2.901
C -2.864 2.621 3.913
C -2.506 2.845 5.234
C -1.184 3.145 5.539
C -0.240 3.226 4.527
H 0.947 4.115 2.212
H 1.245 2.388 2.321
H 0.130 4.914 0.353
H -0.787 5.953 -1.988
H -1.854 4.838 -4.231
H -1.878 2.167 -3.766
H -2.193 2.527 1.869
H -3.890 2.373 3.664
H -3.246 2.774 6.022
H -0.888 3.312 6.568
H 0.794 3.453 4.766
C -2.534 -1.035 5.032
P -1.748 -1.745 3.516
C -3.136 -1.567 2.331
C -1.945 -3.524 3.936
H -3.510 -1.488 5.237
H -2.655 0.044 4.921
H -1.879 -1.208 5.889
H -4.075 -1.951 2.740
H -2.873 -2.132 1.433
H -3.259 -0.517 2.058
H -2.965 -3.745 4.267
H -1.246 -3.791 4.732
H -1.714 -4.119 3.052
```

Properties
total charge = -2
HOMO-LUMO gap = 0.206 Eh
relative energy (zero: lowest compared OMol25 entry of this formula, charge and spin) = 2.14 kJ/mol
2S+1 = 1



# 3
ORCA calculation (ωB97M-V/def2-TZVPD) on a molecular structure, C31H38N6O8P2SSc.

XYZ file:
```
87
Properties=species:S:1:pos:R:3
Sc 1.048 0.760 0.065
C 0.354 -2.588 -0.876
C 0.187 -3.014 0.580
C -0.812 -2.196 1.352
C -2.084 -2.720 1.555
C -3.000 -2.020 2.317
C -2.597 -0.828 2.888
C -1.321 -0.369 2.616
N -0.441 -1.002 1.835
N 1.352 -1.519 -1.100
C 1.290 -1.179 -2.530
C 2.227 -0.052 -2.852
C 2.776 0.086 -4.117
C 3.655 1.126 -4.357
C 3.975 1.978 -3.310
C 3.383 1.771 -2.082
N 2.509 0.783 -1.848
C 2.700 -2.032 -0.779
C 3.112 -1.730 0.632
C 4.010 -2.548 1.304
C 4.379 -2.219 2.595
C 3.835 -1.084 3.176
C 2.953 -0.324 2.435
N 2.597 -0.631 1.182
H -0.602 -2.233 -1.258
H 0.655 -3.459 -1.474
H 1.141 -3.017 1.107
H -0.162 -4.047 0.578
H -2.339 -3.680 1.126
H -3.996 -2.411 2.481
H -3.250 -0.255 3.531
H -0.987 0.557 3.055
H 0.264 -0.878 -2.752
H 1.530 -2.053 -3.150
H 2.517 -0.622 -4.892
H 4.096 1.261 -5.335
H 4.675 2.791 -3.438
H 3.609 2.410 -1.239
H 3.429 -1.561 -1.440
H 2.759 -3.110 -0.967
H 4.400 -3.431 0.817
H 5.076 -2.840 3.142
H 4.090 -0.782 4.181
H 2.524 0.574 2.857
C 1.890 5.184 3.205
C 1.584 4.179 2.099
O 1.005 4.818 0.954
P 0.306 2.986 2.571
O 0.808 2.222 3.853
O -0.948 3.798 3.081
O -0.033 2.018 1.497
P 3.079 3.191 1.634
O 3.824 4.246 0.656
O 3.865 2.870 2.837
O 2.564 2.093 0.730
H 0.985 5.689 3.541
H 2.577 5.938 2.816
H 2.395 4.705 4.044
H 1.695 5.362 0.550
H 1.305 2.730 4.509
H -1.495 4.199 2.393
H 4.640 4.573 1.058
N 0.145 2.552 -2.581
N 0.555 2.691 -1.211
H -0.286 3.413 -2.900
H -0.572 1.830 -2.581
H -0.137 3.196 -0.663
H 1.395 3.262 -1.207
C -6.380 -4.167 -0.572
C -7.465 -3.930 -1.589
O -8.425 -4.634 -1.720
S -7.355 -2.486 -2.654
C -5.790 -1.761 -2.223
C -4.663 -2.021 -2.994
C -3.444 -1.454 -2.663
C -3.330 -0.611 -1.555
C -4.473 -0.335 -0.798
C -5.690 -0.900 -1.133
C -2.057 -0.068 -1.179
C -0.947 0.307 -0.839
H -5.398 -4.174 -1.044
H -6.580 -5.120 -0.089
H -6.384 -3.366 0.168
H -4.747 -2.673 -3.855
H -2.570 -1.660 -3.268
H -4.391 0.324 0.056
H -6.575 -0.679 -0.549
```

Properties
total charge = +1
HOMO-LUMO gap = 0.302 Eh
relative energy (zero: lowest compared OMol25 entry of this formula, charge and spin) = 8.73 kJ/mol
2S+1 = 1



# 4
ORCA calculation (ωB97M-V/def2-TZVPD) on 2 unconnected molecules or ions with the total composition C31H38NO at a distorted geometry.

XYZ file:
```
71
Properties=species:S:1:pos:R:3
C 4.762 -3.923 -3.455
C 3.728 -2.933 -3.017
C 4.108 -1.712 -2.462
C 3.175 -0.740 -2.100
C 3.728 0.564 -1.583
C 1.800 -1.028 -2.241
C 0.723 0.001 -1.897
C 0.685 1.119 -2.946
C 0.808 0.518 -0.439
C 0.258 -0.401 0.553
C 0.651 -0.511 1.901
C 0.628 -1.805 2.541
C 0.396 -3.057 1.749
C 0.867 -1.910 3.900
C 1.162 -0.788 4.684
C 1.373 -0.941 6.156
C 1.275 0.456 4.056
C 1.053 0.625 2.694
C 1.222 1.998 2.125
C 1.407 -2.260 -2.796
C -0.049 -2.572 -3.023
C 2.366 -3.202 -3.164
H 4.269 -4.813 -3.855
H 5.412 -3.507 -4.236
H 5.412 -4.225 -2.624
H 5.168 -1.485 -2.335
H 3.090 1.427 -1.800
H 3.925 0.530 -0.500
H 4.703 0.764 -2.051
H -0.260 -0.484 -1.971
H 0.557 0.666 -3.939
H -0.163 1.792 -2.778
H 1.608 1.710 -2.962
H 1.841 0.784 -0.185
H 0.211 1.438 -0.393
H -0.456 -1.134 0.167
H 0.537 -3.930 2.399
H -0.624 -3.109 1.346
H 1.100 -3.146 0.909
H 0.827 -2.892 4.378
H 1.610 0.026 6.605
H 0.476 -1.346 6.642
H 2.196 -1.635 6.371
H 1.542 1.329 4.657
H 1.396 2.702 2.949
H 2.091 2.073 1.453
H 0.331 2.346 1.590
H -0.137 -3.545 -3.520
H -0.615 -2.631 -2.080
H -0.534 -1.823 -3.667
H 2.044 -4.152 -3.597
C -5.523 1.396 2.766
O -4.363 1.464 1.895
C -4.570 1.876 0.620
C -5.839 2.138 0.056
C -5.941 2.840 -1.147
C -4.801 3.279 -1.840
C -3.554 2.972 -1.317
C -3.414 2.223 -0.118
C -2.028 2.229 0.222
C -1.370 2.997 -0.746
N -2.289 3.421 -1.679
H -5.106 1.264 3.764
H -6.116 2.322 2.721
H -6.157 0.538 2.498
H -6.738 1.833 0.593
H -6.934 3.046 -1.540
H -4.877 3.849 -2.764
H -1.627 1.762 1.109
H -0.335 3.326 -0.807
H -2.100 3.997 -2.497
```

Properties
total charge = +1
HOMO-LUMO gap = 0.166 Eh
2S+1 = 1



# 5
ORCA calculation (ωB97M-V/def2-TZVPD) on a molecular structure, C31H39AlN3O at a distorted geometry.

XYZ file:
```
75
Properties=species:S:1:pos:R:3
Al 1.410 -0.399 -0.112
N 3.275 0.083 -0.023
N 1.074 2.146 0.628
C -1.303 -1.261 1.617
C -0.655 -0.556 2.689
C 0.708 -0.830 2.654
C 1.669 -0.588 3.752
H 1.301 0.202 4.425
H 2.670 -0.304 3.394
H 1.770 -1.497 4.376
C 0.992 -1.669 1.461
C 2.087 -2.686 1.560
H 2.054 -3.128 2.568
H 3.081 -2.237 1.431
H 1.957 -3.499 0.837
C -0.358 -2.023 0.930
C -0.633 -3.008 -0.134
H 0.248 -3.129 -0.773
H -1.461 -2.655 -0.763
H -0.920 -4.008 0.227
C -1.314 0.317 3.691
H -1.008 0.066 4.714
H -2.401 0.222 3.624
H -1.039 1.368 3.526
C -2.722 -1.169 1.209
H -2.755 -0.872 0.149
H -3.259 -0.397 1.766
H -3.286 -2.110 1.308
C 4.445 -0.508 -0.430
H 4.517 -1.597 -0.545
C 5.550 0.294 -0.706
H 6.459 -0.198 -1.032
C 5.480 1.691 -0.630
H 6.310 2.324 -0.946
C 4.330 2.261 -0.127
H 4.173 3.334 -0.030
C 3.323 1.407 0.398
C 2.273 1.887 1.236
H 2.387 2.151 2.287
C 0.275 1.210 -0.068
C 0.604 3.436 0.429
H 1.168 4.297 0.746
C -0.564 3.322 -0.201
H -1.285 4.093 -0.423
N -0.839 1.961 -0.369
C -2.170 1.543 -0.677
C -3.221 2.027 0.143
C -4.546 1.809 -0.255
H -5.355 2.227 0.355
C -4.846 1.077 -1.403
C -6.275 0.780 -1.763
H -6.435 -0.305 -1.779
H -6.540 1.164 -2.756
H -6.967 1.230 -1.041
C -3.797 0.636 -2.224
H -4.048 0.139 -3.165
C -2.447 0.854 -1.877
C -1.357 0.509 -2.844
H -1.012 1.399 -3.396
H -1.708 -0.221 -3.584
H -0.472 0.077 -2.366
C -2.969 2.796 1.407
H -2.527 3.780 1.198
H -2.320 2.252 2.112
H -3.923 2.971 1.927
C 2.968 -3.046 -1.946
C 2.054 -2.022 -2.447
C 1.780 -2.064 -3.878
O 1.505 -1.086 -1.775
H 2.548 -4.055 -2.086
H 3.293 -2.990 -0.907
H 3.879 -2.984 -2.560
H 0.777 -2.466 -4.080
H 1.811 -1.067 -4.313
H 2.534 -2.710 -4.340
```

Properties
total charge = -1
HOMO-LUMO gap (alpha / beta) = 0.130 / 0.169 Eh
relative energy (zero: lowest compared OMol25 entry of this formula, charge and spin) = 0.00 kJ/mol
2S+1 = 1



# 6
ORCA calculation (ωB97M-V/def2-TZVPD) on a molecular structure, C31H39AsIN6O2SeW at a distorted geometry.

XYZ file:
```
82
Properties=species:S:1:pos:R:3
W 0.355 0.741 -0.115
N 2.951 -3.294 -0.013
C 2.362 -2.195 -0.487
N 1.455 -1.477 0.124
C 1.080 -1.906 1.425
N 0.219 -1.289 2.157
N -0.308 -0.087 1.815
C -1.143 0.328 2.795
C -1.783 1.566 2.899
C -2.757 1.779 3.912
C -3.422 2.968 4.010
C -3.120 3.998 3.102
C -2.166 3.780 2.151
N -1.514 2.604 2.034
C 1.731 -3.068 2.015
C 1.493 -3.473 3.328
C 2.174 -4.554 3.857
C 3.093 -5.257 3.089
C 3.360 -4.861 1.790
C 2.689 -3.767 1.270
H 3.667 -3.761 -0.551
H 2.664 -1.912 -1.488
H -1.348 -0.403 3.571
H -2.972 0.970 4.593
H -4.155 3.125 4.782
H -3.607 4.954 3.163
H -1.864 4.568 1.475
H 0.792 -2.909 3.920
H 1.998 -4.850 4.879
H 3.608 -6.108 3.501
H 4.077 -5.393 1.184
C 0.710 -1.060 -3.144
C -0.351 -2.156 -3.127
C -0.081 -3.259 -2.104
C -1.716 -1.555 -2.871
C -2.703 -1.898 -3.787
C -3.993 -1.426 -3.689
C -4.286 -0.569 -2.650
C -3.332 -0.187 -1.716
C -3.795 0.792 -0.661
C -3.049 2.117 -0.831
C -3.659 0.170 0.726
C -2.012 -0.692 -1.789
O -1.064 -0.363 -0.839
H 1.692 -1.467 -3.382
H 0.730 -0.549 -2.161
H 0.446 -0.323 -3.901
H -0.360 -2.614 -4.123
H -0.155 -2.857 -1.095
H 0.899 -3.711 -2.251
H -0.829 -4.041 -2.204
H -2.442 -2.556 -4.603
H -4.751 -1.711 -4.403
H -5.282 -0.163 -2.558
H -4.860 0.988 -0.825
H -1.968 1.944 -0.954
H -3.230 2.775 0.014
H -3.406 2.621 -1.726
H -2.629 -0.146 0.891
H -4.292 -0.712 0.798
H -3.959 0.864 1.507
C 2.456 3.921 -2.401
As 2.393 2.701 -0.830
C 4.297 3.072 -0.218
C 2.979 1.078 -1.828
O 0.301 1.723 -1.517
H 3.335 3.682 -3.009
H 2.498 4.973 -2.101
H 1.553 3.766 -2.993
H 4.975 2.979 -1.073
H 4.586 2.330 0.528
H 4.422 4.061 0.221
H 3.978 1.221 -2.241
H 2.308 0.898 -2.667
H 3.015 0.194 -1.178
Se 4.517 -0.477 1.824
C 3.068 0.321 1.471
N 2.048 0.854 1.137
I 1.739 5.098 0.742
C -0.393 2.502 1.126
H -0.457 3.401 0.494
H 0.499 2.632 1.786
```

Properties
total charge = +1
HOMO-LUMO gap (alpha / beta) = 0.152 / 0.135 Eh
2S+1 = 1



Number 1: M 546.5 g/mol. Number 2: M 766.2 g/mol. Number 3: M 761.7 g/mol. Number 4: M 440.7 g/mol. Number 5: M 496.7 g/mol. Number 6: M 992.3 g/mol.